(1)
The following is a quantum chemistry calculation of C28H31N5NaO2S3 as an isolated structure at a distorted geometry, from the Open Molecules 2025 dataset.

Calculated values
charge = -2
expectation value of S² = 0.78
multiplicity = 2
HOMO-LUMO gap (spin up / spin down) = 2.0 / 4.3 eV

Element x y z (Å)
Na 10.6819 9.1735 13.0143
S 8.5253 9.0224 14.8832
C 16.0453 8.1737 12.7806
C 12.8939 6.3167 11.7341
C 7.8587 10.8957 9.4826
C 14.5444 7.8038 7.9545
H 9.8773 14.1686 9.5806
N 9.6335 9.9066 10.9150
H 14.3026 11.6329 8.4111
H 10.4286 5.2177 9.7564
C 13.3747 9.8971 7.8113
H 10.9805 14.4705 12.0010
S 13.2484 4.6135 11.9545
N 11.0811 11.4082 11.9394
O 12.6153 12.3128 6.9566
C 11.8315 6.5085 10.8457
H 16.6000 7.9770 8.5640
C 9.0718 10.7218 18.5186
H 7.3819 9.7078 17.5579
N 10.5082 10.1612 16.2405
C 10.6083 13.5086 9.9761
H 12.2621 10.8510 17.3548
H 12.3881 12.5943 12.8036
H 11.1954 13.2243 9.0580
C 11.9711 12.5120 11.7718
C 15.4729 9.4149 12.9151
H 11.4603 7.5362 10.6197
H 14.5771 6.6900 7.8876
H 8.0163 8.8059 10.2397
H 7.3453 10.6090 8.5929
H 16.4490 10.4547 9.0566
H 9.4009 11.8636 8.0753
H 12.2220 11.1239 4.5782
H 8.4237 12.9881 8.8716
C 8.4416 9.9876 17.5343
C 13.3324 8.4628 7.6395
H 15.4741 6.0671 12.1528
C 11.3330 5.2650 10.3842
C 9.1828 9.7031 16.2817
H 13.9749 10.8636 5.2134
C 12.8798 10.4615 5.2262
C 14.0941 9.6486 12.7961
H 17.0952 7.9347 13.0301
C 11.3750 13.8044 11.1879
C 8.6250 9.6345 9.9437
C 10.1807 11.1876 10.9667
H 11.0126 11.3288 19.3765
H 11.9232 3.1264 10.6592
C 15.6444 8.5482 8.4529
H 16.1090 10.2916 12.8763
H 12.8070 12.2018 11.1443
H 12.6935 9.4012 4.9882
H 13.7265 10.6956 12.9837
C 15.5638 9.9063 8.7658
H 12.5955 8.0120 7.0006
C 12.0454 4.1884 10.8679
H 12.2143 14.3834 10.8500
C 10.4906 10.8774 18.5278
O 11.1881 10.1488 15.0980
C 8.8451 11.9863 8.9995
C 13.8121 7.4215 12.2070
H 7.2043 11.4002 10.1336
C 15.1606 7.1405 12.3534
N 9.8136 12.2192 10.0477
H 9.1448 9.3515 9.0493
N 13.2343 8.6423 12.4878
C 11.1804 10.6154 17.3737
S 12.2494 10.8443 6.8636
H 8.4637 11.1329 19.3673
C 14.4234 10.5790 8.4279

---

(2)
The following is a quantum chemistry calculation of one molecule with the formula C12H18O at a distorted geometry, from the Open Molecules 2025 dataset.

Calculated values
charge = 0
SMILES = C[C@H]1CC[C@H](C)/C(=C/C=C/C=O)C1
HOMO-LUMO gap = 8.5 eV
energy above the lowest of the compared OMol25 structures with the same formula, charge and spin = 31.4 kcal/mol

Element x y z (Å)
C 0.4436 0.1385 0.2779
H -1.5312 -1.3797 -1.4289
H 2.8677 -0.5581 2.6537
H -2.9820 -0.6297 -0.7406
H 2.1433 -1.2175 0.3043
C 2.2718 0.1189 2.0032
C -1.5088 -1.2056 0.7512
H 2.9769 0.7557 1.4804
H 1.9356 0.8241 -1.0758
C 0.4312 2.5363 -2.6233
H -2.6781 -2.4333 -0.6184
C -0.4307 -2.3349 1.0029
H -0.0298 -2.7287 0.0781
C -2.2388 -1.4278 -0.5869
H 1.5002 2.5920 -2.6811
H -1.1544 1.7078 -1.5066
C -0.0710 1.7099 -1.6423
H -1.5971 0.9110 0.2652
C 1.4496 -0.7466 1.0183
C 0.8476 0.8842 -0.8062
C -0.9466 0.2150 0.7872
H -0.9649 -3.1729 1.5256
O 0.0870 4.2106 -4.2939
C -0.3817 3.4483 -3.4598
H 1.6213 0.7358 2.6018
C 0.7330 -1.8016 1.8326
H 1.4668 -2.5894 2.0897
H -2.2415 -1.2429 1.5350
H 0.3497 -1.3351 2.7414
H -0.9091 0.5363 1.8539
H -1.4596 3.4793 -3.3387

---

(3)
The following is a quantum chemistry calculation of one molecule with the formula C4H6O2, from the Open Molecules 2025 dataset.

Calculated values
charge = 0
HOMO-LUMO gap = 9.3 eV
energy above the lowest of the compared OMol25 structures with the same formula, charge and spin = 83.2 kcal/mol

Element x y z (Å)
H -0.6665 -1.9126 1.6882
H 1.5956 1.2956 0.0215
C -0.3404 -2.0555 0.6565
C -0.0997 1.5245 -1.2604
O -0.9212 2.3489 -1.5757
H 0.4199 -2.8338 0.5739
C 0.5088 1.4281 0.1263
H -1.1908 -2.2959 0.0155
C -0.0661 0.2328 0.8825
H 0.2394 0.7501 -1.9779
O 0.2272 -0.8277 0.1730
H 0.2936 2.3455 0.6766

---

(4)
The following is a quantum chemistry calculation of one molecule with the formula C4H8N2O, from the Open Molecules 2025 dataset.

Calculated values
charge = 0
SMILES = C[C@H]1NC/C1=N\O
HOMO-LUMO gap = 10.3 eV
energy above the lowest of the compared OMol25 structures with the same formula, charge and spin = 83.8 kcal/mol

Element x y z (Å)
H -0.3657 0.5883 -3.5429
C 1.7250 0.4144 1.0255
N 0.2376 0.1408 -1.8376
C -0.2055 -0.1631 -0.6958
H 2.5702 0.0027 0.4622
O -0.8148 0.2864 -2.7437
H -1.1280 -0.2836 2.0699
H 1.6312 1.4815 0.8089
H -1.8664 -1.3145 0.0123
H 0.5763 -1.4006 0.8426
H -2.3731 0.3672 -0.3520
C 0.4559 -0.3187 0.6542
N -0.8316 0.1748 1.2137
C -1.5451 -0.2597 -0.0117
H 1.9339 0.2841 2.0942

---

Number 1: total energy -2866.517365 Eh. Number 2: total energy -543.240781 Eh. Number 3: total energy -306.373690 Eh. Number 4: total energy -341.870151 Eh.